DFT (the ωB97M-V functional and the def2-TZVPD basis) results for a structure of composition C4H9NO.

Computed properties:
* multiplicity: 1
* LUMO energy: -0.0218 hartree
* E_tot: -287.6480 hartree
* ΔE to the lowest compared entry with this formula, charge and spin: 484.31 kJ/mol
* E_HOMO: -0.28231 hartree
* orbital gap: 7.1 eV

Geometry (Å):
C1 2.05555 -1.31308 -0.70408
O1 0.82935 -1.31536 -0.06990
H1 2.09942 -2.04756 -1.52869
H2 2.29052 -0.33140 -1.16118
H3 2.89491 -1.55319 -0.03082
C2 -0.28054 0.94080 0.21139
C3 -0.27635 2.25966 0.04658
C4 -1.78508 -0.86923 0.66908
N1 -1.56542 0.37669 0.51541
H4 0.41028 -0.11558 0.04413
H5 -1.19891 2.83427 0.15011
H6 0.61472 2.81165 -0.20888
H7 -2.80147 -1.15551 0.90324
H8 -0.94839 -1.55852 0.55212
H9 -2.33859 1.03636 0.61149

Cartesian forces (eV/Å) of the 2 atoms listed first:
C 0.2472 -0.1333 -0.3160
O -0.3243 -0.0619 0.1414

Table of Löwdin atomic charges, one value per atom, all in e:
1 C -0.282
2 O -0.370
3 H 0.059
4 H 0.061
5 H 0.058
6 C -0.163
7 C 0.023
8 C 0.151
9 N 0.008
10 H 0.009
11 H 0.048
12 H 0.052
13 H 0.108
14 H 0.085
15 H 0.153

=====

DFT (the ωB97M-V functional and the def2-TZVPD basis) results for the ion C4H9NO with charge +1 in a non-equilibrium geometry.

Computed properties:
* multiplicity: 2
* LUMO energy (spin up / spin down): -0.1775 / -0.3092 hartree
* E_tot: -287.4211 hartree
* ΔE to the lowest compared entry with this formula, charge and spin: 209.09 kJ/mol
* E_HOMO (spin up / spin down): -0.56585 / -0.58004 hartree
* total charge: +1
* orbital gap (spin up / spin down): 10.6 / 7.4 eV

Geometry (Å):
O1 -2.03632 1.97149 0.99943
C1 -1.33254 1.53752 0.08914
C2 -0.77314 -0.01161 0.08575
C3 0.77531 0.39136 -0.02777
C4 1.72109 -0.70554 0.57467
N1 -1.34512 -0.77730 -0.91261
H1 -1.38015 2.00678 -0.96551
H2 -0.96607 -0.50033 1.04999
H3 0.94598 1.24260 0.65338
H4 1.22252 0.61114 -1.04328
H5 1.80392 -0.87022 1.74778
H6 1.49721 -1.71502 0.07895
H7 2.79977 -0.64925 0.30520
H8 -1.01058 -0.93825 -1.90805
H9 -1.92189 -1.59337 -0.72708

Cartesian forces (eV/Å) of the 2 atoms listed first:
O 3.5329 -1.8399 -3.2182
C -5.1644 1.9279 1.4845

Table of Löwdin atomic charges, one value per atom, all in e:
1 O 0.188
2 C -0.064
3 C -0.276
4 C -0.178
5 C -0.113
6 N 0.193
7 H 0.198
8 H 0.171
9 H 0.117
10 H 0.144
11 H 0.125
12 H 0.090
13 H 0.082
14 H 0.181
15 H 0.142

=====

DFT (the ωB97M-V functional and the def2-TZVPD basis) results for the ion C4H9NO2 with charge -1 in a non-equilibrium geometry.

Computed properties:
* multiplicity: 2
* LUMO energy (spin up / spin down): 0.1402 / 0.1390 hartree
* E_tot: -362.9677 hartree
* ΔE to the lowest compared entry with this formula, charge and spin: 176.68 kJ/mol
* E_HOMO (spin up / spin down): -0.10067 / -0.10167 hartree
* total charge: -1
* orbital gap (spin up / spin down): 6.6 / 6.5 eV

Geometry (Å):
C1 1.57911 -0.04336 0.42856
O1 2.83376 -0.26996 -0.25366
C2 0.45850 -0.09963 -0.57903
C3 -1.04931 1.55651 0.13351
C4 -1.00972 0.04947 0.08667
N1 -1.95613 -0.49504 -0.94084
O2 -1.04417 -0.64824 1.21534
H1 1.39473 -0.80540 1.18511
H2 1.59562 0.94083 0.91550
H3 3.52556 -0.20836 0.40544
H4 0.67270 0.54649 -1.43584
H5 0.46460 -1.12078 -0.97643
H6 -1.37322 2.06067 1.03952
H7 -1.12334 2.10366 -0.80144
H8 -2.25293 -1.37361 -0.52698
H9 -2.77922 0.10114 -0.96598

Cartesian forces (eV/Å) of the 2 atoms listed first:
C -0.3375 0.3730 -0.0206
O -0.0405 0.0099 -0.0783

Table of Löwdin atomic charges, one value per atom, all in e:
1 C -0.285
2 O -0.111
3 C -0.174
4 C 0.056
5 C -0.845
6 N 0.036
7 O -0.271
8 H 0.102
9 H 0.106
10 H 0.053
11 H 0.094
12 H 0.098
13 H 0.034
14 H 0.033
15 H 0.045
16 H 0.030